Entry 1:
Density functional theory data (wB97M-V/def2-TZVPD) for C25H28CeF5O3 as an isolated structure at a distorted geometry.

The geometry in XYZ format:
```
62
Properties=species:S:1:pos:R:3:forces:R:3
Ce -0.326737 -0.706757 1.151035 -0.9 3.2 1.3
F -0.557129 -0.993498 5.301258 0.5 0.8 0.0
F 2.705488 3.438072 5.506336 -0.8 -0.9 0.1
F 0.170085 0.020474 7.728199 0.4 0.8 -1.1
F 1.968604 2.376032 3.091727 -0.2 -0.2 0.5
F 1.770683 2.275730 7.838665 -0.3 -0.3 -0.9
O 0.338303 0.219585 2.966480 -0.1 -0.3 -1.4
O 0.159946 -0.733402 -3.165000 0.2 0.2 -2.4
O 1.463885 2.469579 -2.288570 -1.8 -1.4 1.8
C 1.928898 -2.000874 1.465103 -0.6 -0.9 0.1
C 0.253796 -3.014124 0.202733 0.6 -0.1 0.8
C -2.940047 -0.562437 0.582747 -0.2 -0.4 0.5
C 0.577552 0.641976 6.592922 0.2 0.1 0.5
C 0.945329 -2.528635 2.378376 0.3 -0.7 -1.2
C -0.800469 2.211260 -1.363939 0.7 0.1 -0.7
C -2.469641 0.054686 2.759160 -0.6 -0.3 -0.1
C 0.382520 -0.163344 -5.345828 -0.1 0.4 0.5
C -0.530520 3.700882 -1.609367 0.5 0.9 0.5
C 0.637270 1.626772 -1.360495 0.3 0.4 -0.3
C 0.278100 0.480099 -3.997307 0.3 2.1 1.0
C 0.217582 0.131052 5.357611 -0.2 -0.3 -0.6
C 1.501539 -2.299617 0.130156 -0.3 -0.8 0.6
C 1.870573 2.375444 5.463115 0.3 0.3 0.3
C 0.228606 -1.426861 -4.491595 0.2 -1.8 -1.1
C -2.700666 -1.755105 1.339156 -0.1 0.7 0.1
C -0.095805 -3.136172 1.603051 1.2 -0.4 -0.3
C 1.504716 1.840878 4.240156 -0.3 -0.3 -0.4
C -2.405613 -1.365716 2.687218 -0.1 0.1 -0.5
C 0.870061 3.772691 -2.298562 0.0 0.2 0.1
C 1.492112 -2.262172 -4.601513 0.2 -0.2 0.4
C -2.889278 0.544150 1.490041 0.3 0.0 -0.2
C 1.399030 1.780985 6.640380 0.1 0.0 0.6
C 0.658863 0.717715 4.147764 0.3 0.2 1.1
C -1.055054 -2.219985 -4.720739 -0.1 -0.1 0.1
H -1.107111 -2.736820 -5.696971 0.3 0.3 0.4
H 0.847362 4.144198 -3.326512 -0.2 -0.3 0.0
H 2.371924 -1.621484 -4.448086 -0.2 -0.2 0.1
H 1.222931 1.019959 -3.817518 -0.8 -0.2 0.5
H -1.942434 -1.574659 -4.654344 0.3 0.0 0.0
H 1.065059 1.670264 -0.332816 0.1 0.3 -0.3
H -1.308212 4.221043 -2.194968 0.3 -0.4 0.3
H -0.402716 0.109955 -6.059718 0.3 -0.4 0.1
H -2.273006 -2.041870 3.536073 0.2 0.3 -0.4
H 0.637359 0.562903 -1.693564 0.4 0.8 0.0
H 1.405960 0.066517 -5.702688 -0.8 -0.7 -0.4
H 0.976501 -2.515346 3.464307 0.0 0.2 -0.3
H -1.133425 -2.976229 -3.931910 -0.1 0.0 -0.1
H -3.147394 -0.517098 -0.492470 -0.1 0.0 0.5
H -1.394103 2.020976 -0.455341 0.3 0.1 -0.1
H -0.994104 -3.568506 2.035190 0.4 -0.2 -0.3
H -0.423523 4.237623 -0.638565 -0.3 -0.4 -0.6
H -0.589218 1.133746 -3.823669 0.4 -0.1 -0.2
H -3.261629 1.571031 1.266349 0.9 -0.9 0.1
H -2.283297 0.642779 3.667213 -0.2 -0.3 -0.6
H 1.613804 -2.729854 -5.591810 -0.3 0.2 0.3
H 2.056761 -2.094252 -0.791329 -0.3 0.1 0.4
H -0.296182 -3.435946 -0.647569 0.2 0.4 0.4
H 1.552899 4.442368 -1.768590 -0.2 0.1 0.2
H -1.335869 1.789998 -2.218768 -0.1 0.0 0.3
H 2.862280 -1.510816 1.764085 -0.5 -0.1 -0.2
H -2.757410 -2.774325 0.971029 -0.1 0.3 0.0
H 1.484185 -3.045529 -3.837483 0.1 -0.1 -0.1
```
Forces are in eV/Å.

Properties
M	611.6	g/mol
charge	+1
energy above the lowest of the compared OMol25 structures with the same formula, charge and spin	133.8	kJ/mol

---

Entry 2:
Density functional theory data (wB97M-V/def2-TZVPD) for a 4-piece molecular cluster, C5H16NO5 overall at a distorted geometry.

The geometry in XYZ format:
```
27
Properties=species:S:1:pos:R:3:forces:R:3
O -2.035010 -0.408107 -3.426997 0.2 0.1 -0.1
O 2.830758 3.052610 0.641418 0.5 0.6 0.3
O 0.035608 -0.982423 1.311369 -0.5 0.4 0.2
O -2.358234 -2.368754 0.762065 -1.0 -0.7 -0.3
O 1.097489 -1.213092 3.764427 -0.9 0.2 0.8
N 1.277172 0.254821 -0.454488 -1.1 -0.8 -0.3
C 1.114271 -0.220626 1.019043 -0.3 -1.2 -1.7
C 0.060924 0.791681 -1.127694 1.5 2.2 0.6
C -1.188152 -0.086661 -1.232153 0.1 0.8 0.9
C -0.195295 2.067883 -0.304236 -0.7 0.5 1.1
C -1.323965 -0.796717 -2.524290 -1.1 -0.2 0.0
H 1.213128 0.631064 1.710761 0.4 0.1 -0.3
H 0.468465 -1.129226 2.995692 0.4 -0.2 -0.2
H 0.394978 1.176136 -2.105129 -0.1 -0.5 -0.1
H -0.845239 -1.782706 -2.653462 0.4 0.0 0.2
H -0.761558 2.935294 -0.664083 -0.3 -0.6 -0.8
H -1.952884 -3.226111 0.892351 0.1 -0.2 0.0
H 1.447902 -0.608512 -0.968065 0.4 -0.1 0.3
H -1.148424 -0.714951 -0.344290 0.1 -0.4 -0.4
H 0.735188 2.546368 0.020031 -0.4 -0.5 -0.3
H 2.796327 3.075264 -0.311975 0.1 -0.1 -0.4
H 2.121507 2.451938 0.860680 0.0 -0.6 0.3
H 1.918854 -1.503711 3.393078 0.5 -0.2 -0.5
H -2.014601 0.604193 -1.037801 -0.3 -0.3 -0.7
H 1.988636 -0.890635 0.971305 0.7 0.5 0.9
H -1.728497 -1.785123 1.172082 1.1 0.9 0.4
H -0.727120 1.765598 0.606470 0.2 0.0 0.1
```
Forces are in eV/Å.

Properties
M	170.2	g/mol
charge	-1
energy above the lowest of the compared OMol25 structures with the same formula, charge and spin	175.9	kJ/mol

---

Entry 3:
Density functional theory data (wB97M-V/def2-TZVPD) for C6H10O as an isolated structure at a distorted geometry.

The geometry in XYZ format:
```
17
Properties=species:S:1:pos:R:3:forces:R:3
O -0.545039 -2.632083 -1.967556 0.0 0.5 0.0
C -0.639081 -1.448996 -2.189168 0.1 -0.3 0.1
C 0.526874 1.825254 0.926716 0.8 -0.9 -0.2
C -0.747975 -0.565972 1.257274 0.1 1.1 0.2
C 0.612503 0.168626 1.199690 1.5 1.8 -0.6
C -0.147294 -0.353227 -1.270903 0.0 0.1 0.1
C 0.201289 -0.814649 0.128930 0.3 0.6 0.1
H 1.151918 1.941388 0.050874 0.3 0.5 -0.1
H 0.829385 -1.717131 0.122453 -0.5 0.3 0.4
H 1.403908 -0.005544 1.911238 0.2 -0.3 -0.1
H -0.925417 0.418171 -1.222633 0.1 0.0 -0.1
H 0.719832 0.101075 -1.776737 -0.1 0.0 0.0
H -0.930439 -1.346638 2.016902 0.2 1.0 -0.2
H -0.442277 2.341368 0.685206 0.5 -1.1 0.2
H -0.635076 0.682737 1.356112 -3.6 -2.9 0.4
H -1.093198 -1.091032 -3.140988 0.1 -0.1 0.1
H 0.938890 2.357748 1.793842 0.1 -0.3 -0.3
```
Forces are in eV/Å.

Properties
M	98.1	g/mol
charge	0
energy above the lowest of the compared OMol25 structures with the same formula, charge and spin	412.9	kJ/mol

---

Q: Look up the M of the first one.
A: 611.6 g/mol